The following is a quantum chemistry calculation of a cluster of 2 separate species, C3H5NOS2 in total in a non-equilibrium geometry, from the OMol25 dataset.

Summary:
**LUMO level (alpha / beta)**: 0.1 / -1.5 eV
**Charge**: 0
**ΔE to the lowest compared entry with this formula, charge and spin**: 0.0 kJ/mol
**Total energy**: -28396.7980 eV
**Spin multiplicity**: 3

```
12
C3H5NOS2 | the OMol25 dataset | ωB97M-V/def2-TZVPD
C 1.21 -0.01 -0.23
C -0.03 2.02 0.51
C 0.58 -1.41 -0.56
N 0.31 1.03 -0.22
O -2.44 -0.54 0.97
S 2.80 0.30 0.03
S -2.98 -1.29 -0.16
H 0.07 2.03 1.62
H -0.53 2.91 0.16
H 1.13 -2.23 -0.32
H 0.34 -1.44 -1.68
H -0.45 -1.36 -0.12
```

natural (NBO) atomic charge list, values in e, 6 entries: 0.0822, 0.0435, -0.6496, -0.4242, -0.6889, -0.0811

=====

The following is a quantum chemistry calculation of the ion C5H7O2S with charge -1 in a non-equilibrium geometry, from the OMol25 dataset.

Summary:
**LUMO level**: 3.6 eV
**Charge**: -1
**ΔE to the lowest compared entry with this formula, charge and spin**: 211.9 kJ/mol
**Total energy**: -20227.3260 eV
**Spin multiplicity**: 1

```
15
C5H7O2S | the OMol25 dataset | ωB97M-V/def2-TZVPD
C -0.96 -1.77 1.95
C -0.63 -1.04 0.97
C 1.44 -0.23 0.08
C -0.77 1.06 -0.53
C -0.12 -0.18 0.14
O -0.05 -2.04 4.31
O -2.34 -1.04 4.26
S -0.95 -0.96 3.73
H -1.19 -2.85 1.95
H 1.78 -1.20 0.30
H 1.74 0.47 0.95
H 1.81 0.11 -0.77
H -0.08 1.86 -0.46
H -1.67 1.26 -0.01
H -0.89 0.86 -1.61
```

natural (NBO) atomic charge list, values in e, 6 entries: -0.4774, 0.0024, -0.6062, -0.6211, -0.1067, -1.0582

=====

The following is a quantum chemistry calculation of a structure of composition C46H54ClNO9P2SSiSn, from the OMol25 dataset.

Summary:
**LUMO level**: 3.8 eV
**Charge**: -2
**ΔE to the lowest compared entry with this formula, charge and spin**: 46.8 kJ/mol
**Total energy**: -124152.1671 eV
**Spin multiplicity**: 1

```
116
C46H54ClNO9P2SSiSn | the OMol25 dataset | ωB97M-V/def2-TZVPD
Sn -1.94 0.38 0.85
O 0.46 1.30 -2.97
C -0.08 1.37 -1.86
O 0.09 0.62 -0.85
C -1.02 2.54 -1.61
C -1.22 3.55 -2.54
C -2.04 4.62 -2.19
C -2.62 4.64 -0.94
C -2.39 3.58 -0.07
N -1.61 2.56 -0.42
C -3.00 3.52 1.33
O -3.47 4.57 1.77
O -2.94 2.39 1.88
H -0.72 3.47 -3.50
H -2.22 5.42 -2.90
H -3.26 5.45 -0.61
C -0.83 -3.81 -1.22
C -0.94 -2.82 -2.37
C -1.50 -3.50 -3.62
C 0.43 -2.21 -2.67
O -1.79 -1.73 -1.98
Si -3.42 -1.66 -1.88
S -3.97 -0.02 -0.67
O -3.92 -3.14 -1.41
C -5.10 -3.75 -0.91
C -4.65 -4.82 0.07
C -6.01 -2.74 -0.22
C -5.83 -4.37 -2.11
O -4.10 -1.50 -3.38
C -4.16 -0.40 -4.27
C -2.90 0.46 -4.20
C -4.30 -1.01 -5.67
C -5.40 0.44 -3.95
H -0.16 -4.63 -1.48
H -1.81 -4.21 -0.96
H -0.44 -3.30 -0.34
H -0.82 -4.29 -3.95
H -1.60 -2.78 -4.43
H -2.48 -3.93 -3.41
H 1.13 -2.99 -2.98
H 0.80 -1.71 -1.78
H 0.35 -1.45 -3.45
H -4.01 -4.39 0.84
H -4.07 -5.59 -0.46
H -5.52 -5.30 0.54
H -5.48 -2.26 0.60
H -6.89 -3.26 0.18
H -6.33 -1.97 -0.91
H -5.18 -5.10 -2.59
H -6.08 -3.59 -2.83
H -6.74 -4.87 -1.78
H -2.01 -0.15 -4.34
H -2.83 0.93 -3.21
H -2.93 1.24 -4.96
H -3.40 -1.58 -5.91
H -4.44 -0.22 -6.42
H -5.15 -1.68 -5.69
H -5.33 0.80 -2.93
H -6.30 -0.17 -4.05
H -5.46 1.30 -4.63
C 2.76 0.23 2.73
P 1.68 0.30 1.17
C 1.60 2.14 1.15
C 2.35 3.02 0.38
C 2.10 4.39 0.42
C 1.09 4.89 1.23
C 0.36 4.03 2.03
C 0.62 2.67 1.99
C 2.92 -0.26 -0.06
C 3.58 -1.47 0.23
C 4.36 -2.11 -0.72
C 4.49 -1.56 -1.99
C 3.85 -0.37 -2.29
C 3.06 0.27 -1.34
P 4.52 0.76 2.63
C 5.13 0.22 4.29
C 4.35 0.13 5.44
C 4.88 -0.31 6.64
C 6.22 -0.69 6.71
C 7.01 -0.62 5.58
C 6.47 -0.17 4.38
C 4.43 2.58 2.93
C 5.28 3.38 2.18
C 5.28 4.76 2.31
C 4.40 5.36 3.20
C 3.54 4.58 3.96
C 3.56 3.20 3.83
H 2.77 -0.81 3.08
H 2.21 0.81 3.48
H 3.15 2.65 -0.26
H 2.69 5.06 -0.19
H 0.87 5.95 1.23
H -0.44 4.40 2.66
H 0.04 2.00 2.62
H 3.45 -1.94 1.20
H 4.83 -3.05 -0.48
H 5.09 -2.07 -2.74
H 3.91 0.05 -3.28
H 2.51 1.15 -1.63
H 3.30 0.40 5.40
H 4.26 -0.37 7.52
H 6.63 -1.05 7.65
H 8.05 -0.92 5.62
H 7.09 -0.12 3.49
H 5.95 2.90 1.47
H 5.95 5.36 1.71
H 4.37 6.44 3.29
H 2.85 5.05 4.65
H 2.88 2.61 4.43
Cl 0.92 -4.73 2.68
C 0.20 -3.10 2.44
C -1.33 -3.08 2.20
O -1.97 -4.13 2.16
O -1.74 -1.89 2.10
H 0.70 -2.65 1.59
H 0.42 -2.52 3.33
```

Mulliken atomic charge list, values in e, 6 entries: 0.7788, -0.8457, 0.0632, 0.9787, -0.5358, -0.6539

=====

The following is a quantum chemistry calculation of a structure of composition C18H47BeClN4O4S2Si4Te, from the OMol25 dataset.

Summary:
**LUMO level**: 0.2 eV
**Charge**: 0
**ΔE to the lowest compared entry with this formula, charge and spin**: 9.3 kJ/mol
**Total energy**: -106977.9333 eV
**Spin multiplicity**: 1

```
82
C18H47BeClN4O4S2Si4Te | the OMol25 dataset | ωB97M-V/def2-TZVPD
Be 0.69 0.81 0.62
S 1.51 -0.76 -0.63
C 1.46 -2.28 0.17
N 1.18 -3.36 -0.56
C 1.05 -4.70 0.01
C 0.57 -4.57 1.44
C 1.54 -3.68 2.19
N 1.70 -2.42 1.47
H 0.95 -3.19 -1.52
H 2.01 -5.23 -0.03
H 0.34 -5.26 -0.60
H 0.50 -5.54 1.92
H -0.42 -4.10 1.45
H 2.51 -4.17 2.30
H 1.17 -3.45 3.19
H 1.83 -1.56 1.99
C -1.81 -0.22 5.86
C -1.16 0.94 5.12
N -0.17 0.48 4.15
C 1.10 0.85 4.04
S 1.97 0.69 2.58
N 1.72 1.43 5.11
C 1.76 0.76 6.42
C 2.66 -0.47 6.42
H -2.57 0.15 6.55
H -1.08 -0.81 6.41
H -2.31 -0.88 5.14
H -0.68 1.64 5.80
H -1.92 1.49 4.57
H -0.50 -0.13 3.41
H 2.63 1.77 4.82
H 0.75 0.48 6.70
H 2.10 1.50 7.14
H 2.36 -1.16 5.64
H 2.59 -0.99 7.38
H 3.70 -0.19 6.25
O -1.89 -1.32 -0.12
Cl -1.69 -0.72 1.16
O -2.90 -0.30 1.78
O -0.92 -1.59 2.03
O -0.88 0.54 0.98
C -2.51 4.39 1.84
Si -0.74 5.03 1.90
C 0.14 4.12 3.27
C -0.81 6.86 2.33
Si 0.33 4.78 -0.16
Te 1.53 2.63 -0.57
Si 2.09 6.31 -0.25
C 3.21 5.96 -1.71
C 1.56 8.11 -0.39
C 3.11 6.12 1.32
Si -1.19 5.15 -1.88
C -1.96 6.86 -1.67
C -0.30 5.07 -3.52
C -2.57 3.88 -1.88
H -2.97 4.47 2.82
H -2.54 3.35 1.52
H -3.11 4.97 1.13
H -0.41 4.21 4.21
H 1.15 4.51 3.42
H 0.23 3.06 3.01
H -1.37 7.02 3.26
H -1.30 7.43 1.53
H 0.19 7.27 2.46
H 2.68 6.10 -2.66
H 3.57 4.93 -1.69
H 4.07 6.63 -1.69
H 1.08 8.31 -1.35
H 2.44 8.75 -0.31
H 0.86 8.40 0.40
H 3.27 5.06 1.53
H 2.60 6.56 2.18
H 4.08 6.61 1.22
H -1.19 7.63 -1.56
H -2.60 6.89 -0.78
H -2.58 7.12 -2.54
H 0.40 5.90 -3.63
H -1.01 5.11 -4.35
H 0.26 4.14 -3.60
H -3.18 3.95 -0.98
H -2.15 2.87 -1.92
H -3.21 4.02 -2.75
```

natural (NBO) atomic charge list, values in e, 6 entries: 1.3717, -0.3956, 0.3757, -0.5821, -0.2165, -0.4277

=====

The following is a quantum chemistry calculation of a structure of composition C23H47CuO22 in a non-equilibrium geometry, from the OMol25 dataset.

Summary:
**LUMO level**: -0.8 eV
**Charge**: 0
**ΔE to the lowest compared entry with this formula, charge and spin**: 66.8 kJ/mol
**Total energy**: -114295.0778 eV
**Spin multiplicity**: 1

```
93
C23H47CuO22 | the OMol25 dataset | ωB97M-V/def2-TZVPD
Cu -1.87 -1.58 2.00
C 0.22 0.07 -0.36
C -0.33 -1.26 -0.89
O -1.06 -2.05 -0.04
H 0.53 0.05 0.69
H -0.51 0.88 -0.45
H 1.16 0.34 -0.86
H 0.55 -1.79 -1.30
H -0.87 -1.01 -1.83
C -2.02 -4.16 5.82
O -1.63 -4.93 4.71
C -1.23 -4.34 3.61
O -1.13 -3.14 3.43
O -0.91 -5.26 2.73
C -0.83 -4.89 1.34
H -2.47 -3.20 5.57
H -1.21 -4.00 6.54
H -2.84 -4.64 6.36
H -0.22 -4.01 1.17
H -1.83 -4.68 0.95
H -0.42 -5.74 0.80
C -3.22 0.35 -1.86
O -4.27 1.31 -1.98
C -5.52 1.00 -1.72
O -5.95 -0.09 -1.41
O -6.28 2.07 -1.93
C -7.67 1.98 -1.61
H -3.47 -0.28 -1.00
H -2.33 0.91 -1.61
H -3.12 -0.28 -2.74
H -8.21 1.15 -2.06
H -8.06 2.95 -1.94
H -7.76 1.97 -0.52
C -0.17 1.97 -4.02
O -1.26 2.84 -3.78
C -2.27 2.91 -4.64
O -2.30 2.33 -5.70
O -3.19 3.72 -4.14
C -4.42 3.80 -4.85
H 0.40 2.33 -4.88
H -0.49 0.98 -4.37
H 0.39 1.88 -3.10
H -4.40 3.63 -5.92
H -4.82 4.80 -4.66
H -5.11 3.18 -4.28
C 4.65 1.83 -0.96
O 4.24 2.62 0.17
C 5.16 2.76 1.13
O 6.28 2.32 1.10
O 4.64 3.59 2.03
C 5.46 3.91 3.14
H 5.01 0.84 -0.68
H 5.50 2.35 -1.39
H 3.79 1.77 -1.62
H 6.03 3.05 3.47
H 4.86 4.32 3.95
H 6.24 4.61 2.84
C 2.17 -4.07 -2.55
O 1.67 -4.99 -1.60
C 2.23 -5.13 -0.42
O 3.14 -4.49 0.04
O 1.73 -6.22 0.16
C 2.19 -6.62 1.44
H 1.45 -3.31 -2.84
H 2.46 -4.64 -3.44
H 3.09 -3.64 -2.16
H 1.85 -7.63 1.60
H 1.88 -5.93 2.22
H 3.29 -6.62 1.48
C 5.54 0.38 3.78
O 4.78 -0.37 2.85
C 3.78 -1.11 3.31
O 3.64 -1.50 4.44
O 2.90 -1.21 2.33
C 1.74 -2.00 2.45
H 4.92 1.16 4.22
H 6.47 0.77 3.38
H 5.76 -0.28 4.63
H 1.96 -3.07 2.49
H 1.15 -1.82 1.55
H 1.14 -1.73 3.32
C 0.60 3.86 -1.00
O -0.75 3.48 -1.15
C -1.69 4.39 -0.92
O -1.47 5.51 -0.55
O -2.87 3.85 -1.09
C -4.04 4.62 -0.92
H 0.75 4.41 -0.07
H 0.90 4.51 -1.82
H 1.25 2.99 -0.99
H -4.20 5.29 -1.76
H -4.00 5.24 -0.03
H -4.86 3.92 -0.80
```

Mulliken atomic charge list, values in e, 6 entries: 0.4017, -0.4385, 0.0580, -0.5023, 0.2741, -0.0327

=====

The following is a quantum chemistry calculation of a structure of composition C4H12N2 in a non-equilibrium geometry, from the OMol25 dataset.

Summary:
**LUMO level**: 0.8 eV
**Charge**: 0
**ΔE to the lowest compared entry with this formula, charge and spin**: 419.6 kJ/mol
**Total energy**: -7318.6796 eV
**Spin multiplicity**: 1

```
18
C4H12N2 | the OMol25 dataset | ωB97M-V/def2-TZVPD
C 1.23 1.03 -0.64
N 0.34 0.87 -1.79
C 0.48 0.89 0.71
C -0.98 0.43 0.75
C -1.19 -1.12 0.66
N 0.24 -1.85 0.30
H 1.95 0.20 -0.67
H 1.67 2.02 -0.76
H 0.67 0.03 -2.29
H -0.59 0.56 -1.54
H 0.96 0.15 1.36
H 0.53 1.84 1.26
H -1.36 0.72 1.73
H -1.61 0.97 0.04
H -2.11 -1.42 0.17
H -1.16 -1.46 1.69
H 0.07 -2.67 0.87
H -0.53 -1.46 -0.41
```

natural (NBO) atomic charge list, values in e, 6 entries: -0.2280, -0.8298, -0.4196, -0.4160, -0.3774, -0.8819

=====

Q: What is the formula in the second record?
A: C5H7O2S

=====

Q: The lowest ΔE to the lowest compared entry with this formula, charge and spin belongs to which entry?
A: C3H5NOS2